Molecular formula: C44H41AlBCl2GeI2N9O5
Method: DFT, ωB97M-V/def2-TZVPD

Structure (ORCA input):
```
! RIJCOSX wB97M-V def2-TZVPD def2/J DEFGRID3
* xyz 0 1
Al -0.558 1.283 -0.034
N 2.665 -1.175 0.788
H -1.396 6.928 -1.923
C -2.693 -0.946 -5.393
C -2.958 -2.294 -5.211
C -1.450 3.102 -0.264
H -1.026 -0.157 -2.819
C -1.929 -3.187 -4.975
H 5.631 1.407 3.158
C -1.391 -0.472 -5.342
H 1.248 5.443 1.010
H -6.188 -3.771 -1.208
H -2.656 5.720 -2.154
O -1.695 -1.673 0.204
C 4.723 -4.043 -0.009
H 0.665 -1.016 -5.058
N 2.024 -5.034 -4.294
O -0.377 1.218 1.747
C 5.054 -4.825 -1.104
C -2.826 -2.378 -0.039
C 3.173 -2.457 1.195
C 4.826 0.774 3.492
C -5.247 -3.362 -0.872
H -0.392 1.248 -6.204
N -0.508 1.421 -4.150
H 6.083 -0.902 3.931
B -1.845 -0.403 -0.370
C -2.199 5.924 1.252
H 2.396 -2.952 1.786
C -1.604 5.863 -1.924
C -1.096 1.004 -5.402
C 5.072 -0.525 3.908
H 0.528 -1.418 0.738
C 2.701 -3.371 -1.095
C -2.014 1.005 5.805
C 2.673 0.789 0.082
H 5.979 -5.381 -1.103
H -0.103 -0.590 8.081
C 2.716 -0.854 4.226
C 0.495 2.587 -2.739
C 3.030 -4.159 -2.195
N 1.375 0.420 0.099
H -3.028 1.343 5.648
C 2.117 -4.183 -3.318
N 0.077 1.495 -2.063
C -0.620 -2.721 -4.926
C -3.187 -3.645 0.371
N 1.207 1.070 4.051
Cl 3.233 2.888 2.996
H -3.234 5.603 1.176
H -2.436 2.572 3.819
Cl 1.403 -1.972 4.431
N 0.984 -4.654 -5.057
C -0.379 -0.079 7.169
H -1.851 5.682 2.252
C -1.058 1.317 4.849
C -1.494 1.283 2.397
C 2.445 0.498 3.957
C 4.214 -4.893 -2.200
C 4.010 -1.345 4.249
H 1.615 -0.063 6.415
I -4.651 3.430 -4.406
H -2.320 2.985 0.400
H -1.872 3.024 -1.273
C -4.421 -4.119 -0.054
C 1.401 -0.822 0.552
C -0.355 -1.369 -5.115
C 0.251 0.842 5.027
H -5.545 -1.479 -1.889
N 0.160 2.568 -4.001
H 3.004 1.758 -0.226
C -1.694 0.291 6.946
Ge -1.081 5.067 -0.167
H -0.728 2.954 3.484
C -1.446 2.147 3.655
O -3.089 -0.404 -1.039
H -4.743 -5.104 0.251
C 0.798 5.717 0.062
C -3.686 -1.602 -0.822
H -2.462 0.040 7.663
H 0.997 1.786 3.368
H 1.775 -2.815 -1.104
H 4.044 -2.287 1.830
I -4.005 1.495 -2.614
H -2.535 -4.218 1.009
C 3.539 1.268 3.521
H 4.461 -5.489 -3.064
O -2.499 0.702 2.053
H -2.135 -4.233 -4.803
C 0.492 -3.581 -4.529
C -4.900 -2.078 -1.266
H -2.016 1.571 -5.576
C 3.545 -3.306 0.001
C 0.587 0.207 6.223
H 5.381 -4.016 0.845
H -3.507 -0.258 -5.558
H -1.032 5.416 -2.730
H -2.174 7.004 1.133
H 1.029 3.387 -2.271
O 1.168 -3.221 -3.414
C -0.553 0.786 -2.977
H 4.174 -2.379 4.511
H 1.434 5.340 -0.732
N 3.477 -0.157 0.488
H -3.979 -2.642 -5.219
H 0.786 6.802 -0.009
*
```

For the HOMO energy, the calculation gives -7.7 eV. The calculation puts the total energy at -174983.70351 eV. Its energy above the lowest of the compared OMol25 structures with the same formula, charge and spin is 3.143 eV.


Molecular formula: C44H42Cl3GeN3NiO5
Method: DFT, ωB97M-V/def2-TZVPD

Structure (ORCA input):
```
! RIJCOSX wB97M-V def2-TZVPD def2/J DEFGRID3
* xyz -1 2
H -0.675 4.196 -0.279
H -2.204 -2.606 1.715
N 2.649 1.839 3.487
C 3.566 -3.367 2.280
C -4.477 -2.349 -0.615
H -4.548 1.349 -0.722
H -0.488 3.760 -4.022
C -0.854 -1.982 -4.533
H 5.655 -2.969 2.508
H -0.947 2.162 0.414
N 1.935 3.133 1.684
Ge -0.239 -0.650 3.902
C 0.626 0.312 -4.095
C -0.081 -2.742 1.767
C -3.687 -1.449 0.074
C -3.175 1.388 0.925
C 5.016 -0.489 -1.804
H -2.501 -5.017 2.233
O 0.400 2.324 -1.875
C -2.928 1.930 2.181
H -0.511 -6.458 2.577
C 3.324 -0.788 1.440
C 2.341 -2.821 1.922
H -3.712 -1.415 1.155
C -1.198 3.100 -3.520
C 1.857 1.964 2.406
C -1.356 -3.248 1.858
H 4.152 2.424 4.770
C -0.805 4.330 -1.353
H -1.732 4.880 -1.517
H -5.103 -3.043 -2.557
C 0.261 -0.041 -5.385
C -4.342 1.753 0.261
H -6.149 2.900 0.310
C -4.485 -2.343 -2.008
Ni 0.326 -0.936 1.228
C 4.191 -1.612 -1.808
C 4.446 0.770 -1.720
H -5.099 -3.049 -0.070
H -0.772 -2.221 -2.387
H 2.166 -2.331 -1.696
H 0.571 0.579 -6.218
H -2.022 1.656 2.703
H 2.501 0.982 4.016
C -3.703 -1.419 -2.679
C 2.819 -1.467 -1.720
H 2.990 3.703 4.429
C 0.255 1.196 -0.988
H 0.031 4.914 -1.740
C -0.389 -5.406 2.351
C 0.233 -0.459 -3.004
H 1.225 1.201 -3.931
C -0.486 -1.191 -5.611
H 2.167 3.980 2.175
C -4.995 3.160 2.104
H -0.767 -1.472 -6.619
C -0.860 2.978 -2.052
C 4.692 -2.568 2.219
H 1.748 -5.497 2.433
O 0.230 -1.120 -0.706
C 2.233 -0.204 -1.635
Cl -0.448 1.353 4.907
C 0.883 -4.865 2.273
O -1.441 -0.188 1.347
H 5.074 1.652 -1.719
C 1.051 -3.511 1.987
C -2.110 0.450 0.296
C -2.869 -0.535 -0.592
C -5.244 2.633 0.843
C 0.689 -0.160 -1.567
H -2.199 3.519 -3.621
C 3.534 2.860 3.989
H 6.092 -0.600 -1.865
Cl -1.436 -1.856 5.338
H -1.431 -2.885 -4.692
H -5.706 3.836 2.563
H 4.191 3.232 3.202
H 4.625 -2.603 -1.867
H 0.956 1.352 -0.167
C -1.504 -4.601 2.150
N 2.237 -1.553 1.510
H -3.694 -1.397 -3.762
C -0.492 -1.620 -3.241
H 3.179 0.218 1.071
H 2.633 1.906 -1.603
O -1.818 2.141 -1.451
H -3.619 3.198 3.756
O 1.128 1.036 2.062
H 5.432 -0.602 1.708
C -3.831 2.805 2.770
C 4.575 -1.256 1.788
C 3.060 0.912 -1.646
Cl 1.892 -1.093 4.842
C -2.908 -0.518 -1.977
H 3.627 -4.386 2.633
H -2.313 0.197 -2.524
H -1.170 2.121 -3.992
H 1.205 3.227 0.993
C -1.147 1.447 -0.399
*
```

For the HOMO energy (alpha / beta), the calculation gives -4.8 / -5.2 eV. The calculation puts the total energy at -196150.74617 eV. Its energy above the lowest of the compared OMol25 structures with the same formula, charge and spin is 0.136 eV.


Molecular formula: C44H42N3O2
Method: DFT, ωB97M-V/def2-TZVPD

Structure (ORCA input):
```
! RIJCOSX wB97M-V def2-TZVPD def2/J DEFGRID3
* xyz 1 1
H 1.574 4.498 4.413
H 0.654 6.166 0.609
H 2.235 -1.341 -5.151
C -0.465 3.280 2.087
H -0.960 -3.176 -0.126
C 1.366 5.998 1.400
C -3.609 7.131 3.390
C 1.465 -4.438 0.717
C -0.513 -0.346 -1.935
H 1.171 3.437 0.723
C -0.259 -0.918 -3.153
C -0.614 -1.509 -6.478
C 0.976 5.255 2.513
H 1.507 -4.863 -0.287
C 1.896 -4.658 -4.663
H -1.412 5.104 4.953
H 0.832 1.215 -0.256
H -0.575 0.725 -1.851
H -1.428 -0.356 -8.077
H 2.266 -4.876 1.312
C 1.892 5.045 3.543
C 0.170 1.566 0.515
H -2.367 0.523 2.517
H -1.521 -5.984 1.321
C 3.812 -2.767 -5.303
C 3.177 5.528 3.440
H -1.098 -0.074 5.305
H 1.055 -0.848 7.366
C -0.684 -2.691 -5.742
N 0.153 -2.902 -4.574
C -0.427 -2.244 4.074
H 4.559 -2.032 -5.559
H -0.082 -0.304 -4.019
C 0.371 2.802 1.070
H -3.289 6.624 5.445
C -0.854 0.711 0.989
C -1.609 -3.662 -6.124
C -1.621 1.171 2.088
H -4.424 7.802 3.604
C 4.159 -4.101 -5.199
C -1.918 5.627 4.158
C -0.218 -2.309 -3.309
H 3.472 -6.086 -4.792
H 1.032 0.646 6.443
H -3.707 7.441 1.274
C 1.529 -3.318 -4.769
C -2.159 6.079 1.812
O -1.625 -2.404 4.270
C -2.968 6.473 4.425
H -1.640 -4.591 -5.581
C -1.452 2.428 2.596
H 5.178 -4.408 -5.373
N -0.324 4.617 2.570
C 2.652 6.478 1.301
C -0.777 -2.541 -0.977
C 0.239 -2.967 3.010
H -2.057 2.763 3.421
H 1.631 -3.363 0.635
H 0.003 -6.767 0.906
N 0.164 -4.716 1.329
C 0.396 -0.121 6.887
H -3.103 -2.055 -8.676
H -1.398 -4.182 2.609
C -2.467 -3.436 -7.178
H -0.794 -5.694 -0.262
H -0.494 -4.174 -2.303
H 0.128 -0.773 -6.224
C 3.201 -5.045 -4.876
H -0.203 0.351 7.669
C -1.085 -0.595 0.481
H -1.839 5.909 0.799
C -3.205 6.928 2.081
C -0.495 -3.105 -2.190
C -1.480 -1.282 -7.526
C -0.579 -5.855 0.792
C 3.560 6.230 2.313
H 1.143 -5.384 -4.409
O 0.355 -1.414 4.838
C -0.765 -1.138 -0.792
H 4.574 6.578 2.221
H -1.095 -1.565 6.258
H -3.178 -4.195 -7.462
C -2.413 -2.239 -7.869
C -0.444 -0.793 5.820
H 3.877 5.351 4.239
C -1.491 5.425 2.849
C -0.387 -3.946 2.329
H 2.949 7.046 0.434
C 2.509 -2.379 -5.085
H -1.582 -1.269 1.157
H 1.275 -2.754 2.825
*
```

For the HOMO energy, the calculation gives -10.4 eV. The calculation puts the total energy at -54867.80971 eV.